This record from the OMol25 dataset describes C3H9N2 in the gas phase at a distorted geometry. The level of theory is ωB97M-V/def2-TZVPD.

Each line ends with the Löwdin spin population.
Element x y z (Å)
1 C 0.6217 1.4043 -1.3700  0.00
2 C 1.0847 0.5639 -0.1891  0.01
3 N -1.5474 -1.6471 1.3763  0.18
4 C -0.4176 -1.1768 0.7158  0.52
5 N -0.1393 0.1426 0.4993  0.20
6 H 1.3335 2.1940 -1.6113  0.00
7 H 0.5197 0.7432 -2.2361  0.00
8 H -0.3548 1.8889 -1.3833  0.00
9 H 1.6282 -0.2800 -0.6108  0.00
10 H 1.7459 1.0738 0.5165  0.01
11 H -2.4418 -1.2152 1.5123  0.02
12 H -1.5551 -2.6301 1.5679  0.00
13 H 0.2356 -1.9604 0.3889  0.05
14 H -0.7134 0.8990 0.8237  0.01

Properties
Largest force on an atom: 0.0331 Eh/bohr
Highest occupied orbital energy (alpha / beta): -4.29 / -8.61 eV
ΔE to the lowest compared entry with this formula, charge and spin: 54.08 kJ/mol
2S+1: 2
Gap between HOMO and LUMO (alpha / beta): 5.55 / 9.80 eV
LUMO (alpha / beta): 1.26 / 1.19 eV

---

This record from the OMol25 dataset describes a gas-phase ion, C3H9N2 (charge +1) at a distorted geometry. The level of theory is ωB97M-V/def2-TZVPD.

Each line ends with the Mulliken charge.
Element x y z (Å)
1 C -1.0481 0.1222 -1.2150  -1.27
2 C -0.2767 0.3717 0.0513  0.38
3 N -1.0845 0.4965 1.3104  -0.34
4 C 0.9846 -0.0244 0.2781  -0.24
5 N 1.7171 -0.8657 -0.5151  -0.40
6 H -0.4373 -0.2092 -2.0469  0.34
7 H -1.7618 -0.7023 -1.0573  0.37
8 H -1.6197 1.0155 -1.4363  0.37
9 H -1.9271 1.0695 1.2034  0.37
10 H -1.3835 -0.4065 1.6786  0.35
11 H -0.5164 0.9300 2.0414  0.37
12 H 1.5770 0.1843 1.1735  0.26
13 H 1.2743 -1.5528 -1.1000  0.20
14 H 2.6575 -1.0449 -0.2222  0.24

Properties
Largest force on an atom: 0.0352 Eh/bohr
Charge: +1
Highest occupied orbital energy: -12.87 eV
ΔE to the lowest compared entry with this formula, charge and spin: 126.65 kJ/mol
2S+1: 1
Gap between HOMO and LUMO: 9.16 eV
LUMO: -3.71 eV

---

This record from the OMol25 dataset describes a molecular structure, C3H9N2 at a distorted geometry. The level of theory is ωB97M-V/def2-TZVPD.

Each line ends with the Mulliken charge.
Element x y z (Å)
1 C 0.4626 1.5544 0.2607  -0.33
2 C -0.2040 -0.3721 0.0936  -0.13
3 C -0.1472 -1.8114 -0.3163  -1.15
4 N 0.8279 0.2990 0.8282  -0.20
5 N -0.3220 0.7607 -0.8230  -0.07
6 H -0.3141 2.0737 1.0128  0.32
7 H 1.2897 2.1455 -0.1028  0.32
8 H -1.7192 0.1046 1.3267  0.16
9 H 0.7721 -1.9578 -0.9620  0.33
10 H -0.9684 -2.1084 -0.8852  0.36
11 H 0.0215 -2.4028 0.5540  0.32
12 H 1.0378 -0.0892 1.7490  0.31
13 H -1.2512 1.0105 -1.1699  0.36
14 H 0.5143 0.7932 -1.5657  0.40

Properties
Largest force on an atom: 0.0857 Eh/bohr
Charge: +1
Highest occupied orbital energy (alpha / beta): -13.32 / -13.33 eV
ΔE to the lowest compared entry with this formula, charge and spin: 547.32 kJ/mol
2S+1: 1
Gap between HOMO and LUMO (alpha / beta): 8.76 / 8.76 eV
LUMO (alpha / beta): -4.57 / -4.57 eV

---

This record from the OMol25 dataset describes 2 unconnected molecules or ions with the total composition C3H9N2 at a distorted geometry. The level of theory is ωB97M-V/def2-TZVPD.

Each line ends with the Mulliken charge.
Element x y z (Å)
1 N 1.6802 0.7902 -1.1178  -0.89
2 H 1.7152 0.9461 -2.1113  0.25
3 H 2.6328 0.5956 -0.7909  0.27
4 H 1.3699 1.6644 -0.6577  0.27
5 C -1.1606 -0.0733 0.9642  0.31
6 C -0.9332 1.2411 1.1568  -0.73
7 C -0.6055 -2.0362 -0.2774  -0.04
8 N -0.3770 -0.7935 -0.0307  0.09
9 H -1.9508 -0.6259 1.4925  0.28
10 H -0.2314 1.8310 0.5518  0.07
11 H -1.3872 1.8040 1.9555  0.28
12 H 0.1311 -2.5160 -0.9946  0.25
13 H -1.4130 -2.5438 0.2138  0.26
14 H 0.5295 -0.2839 -0.3541  0.33

Properties
Largest force on an atom: 0.0529 Eh/bohr
Charge: +1
Highest occupied orbital energy: -14.77 eV
ΔE to the lowest compared entry with this formula, charge and spin: 150.11 kJ/mol
2S+1: 1
Gap between HOMO and LUMO: 9.85 eV
LUMO: -4.91 eV